130
Properties=species:S:1:pos:R:3:forces:R:3:lowdin_charge:R:1 method="wB97M-V/def2-TZVPD" smiles="C=CC(=O)OCCCCCCc1cnc2c([PH2]=O)cc(N)cc2n1.O=C1C=C(O)C(=O)C=C1O.O=C1C=C(O)C(=O)C=C1O.O=C1C=C(O)C(=O)C=C1O.O=C1C=C(O)C(=O)C=C1O.O=C1C=C(O)C(=O)C=C1O.O=C1C=C(O)C(=O)C=C1O" gap_ev=7.382 energy_ha=-4584.30289
P 4.842 2.482 1.481 0.0 1.3 -0.4 0.713
O -7.571 -6.753 -0.562 0.3 0.1 0.0 0.108
O 5.058 3.707 2.289 0.0 -0.2 0.6 -0.460
O -5.257 -7.086 -1.861 -0.7 0.2 0.1 0.100
O -6.383 -1.220 -1.238 0.0 0.2 0.4 0.115
O 5.515 5.513 -9.285 -0.2 0.1 -0.3 0.120
O 1.523 0.849 8.811 0.2 -0.2 0.3 0.099
O 3.737 0.528 10.286 -0.3 0.1 -0.2 0.110
O -1.891 -6.275 0.594 -0.4 -0.1 0.0 0.121
O -6.397 -0.152 1.208 -0.2 -0.2 -0.2 0.102
O -3.489 -2.201 2.266 -0.3 0.0 0.1 0.111
O -7.785 -7.781 -5.746 -0.3 0.0 0.0 0.107
O 0.707 4.601 11.914 0.0 -0.3 -0.2 0.113
O -1.867 0.005 -1.516 0.1 0.2 0.2 0.101
O 5.389 -1.309 -6.157 -0.7 0.1 0.6 0.122
O 4.065 6.179 -11.425 0.3 0.1 0.2 0.115
O 3.565 4.025 6.035 0.3 -0.1 0.3 0.102
O -1.863 0.994 0.979 -0.1 -0.1 -0.6 0.100
O 1.170 2.537 -10.860 0.2 -0.1 0.3 0.115
O -4.415 -7.146 0.629 0.4 0.1 0.1 0.087
O -10.089 -7.369 -4.466 0.4 -0.1 -0.2 0.113
O 0.622 3.631 9.429 0.0 0.3 0.5 0.099
O -6.014 -3.105 2.379 0.5 0.1 0.0 0.123
O 1.074 8.047 7.921 0.0 0.3 0.2 0.114
O 5.806 3.645 7.456 -0.1 0.1 -0.2 0.116
O 2.571 1.920 -8.670 -0.3 0.1 -0.4 0.093
O 3.721 -0.190 -5.161 -0.3 -1.6 0.6 -0.013
O 1.243 9.007 10.406 0.0 -0.2 -0.4 0.115
N 0.751 1.577 4.509 0.3 -0.4 -0.1 0.085
N 0.814 -0.609 0.210 1.3 0.7 -0.3 0.191
N 3.395 0.569 -0.288 -0.3 -0.2 0.0 0.134
C -2.990 0.486 0.485 0.0 0.2 0.5 -0.228
C 3.554 3.155 7.048 -0.4 0.1 -0.3 -0.235
C 2.487 1.520 8.486 -0.2 0.4 -0.6 -0.328
C -4.125 -0.656 -1.477 0.2 0.0 0.0 0.081
C 1.140 -1.022 -3.372 -0.6 -0.7 0.2 -0.213
C 0.834 0.493 2.321 -0.8 -0.8 0.1 0.022
C 4.620 -1.206 -5.222 1.2 -0.2 -1.3 -0.479
C 3.701 5.186 -10.827 -0.4 -0.1 -0.3 -0.314
C -5.058 -3.912 1.927 -0.5 -0.2 0.0 -0.222
C 0.849 5.796 8.570 0.0 0.2 -0.1 0.079
C -5.332 -0.110 0.617 0.3 0.3 0.4 -0.329
C 2.948 -0.015 -6.370 -0.9 1.3 -0.1 -0.166
C 0.761 4.946 9.601 0.0 -0.1 -0.5 -0.227
C 4.467 4.761 -9.608 0.3 -0.2 0.4 -0.234
C -4.128 0.462 1.190 -0.2 0.1 0.0 0.056
C -6.394 -7.179 -2.543 0.5 -0.1 -0.3 -0.228
C 0.165 -1.509 -4.460 0.7 0.0 -0.1 -0.188
C 2.460 2.458 7.373 -0.1 -0.2 0.2 0.049
C -5.317 -5.161 1.516 0.0 -0.2 -0.1 0.083
C 1.445 0.119 -6.077 0.2 -0.5 -0.5 -0.162
C 1.461 0.216 1.088 -0.9 -0.2 1.0 -0.205
C 2.560 4.380 -11.237 0.1 0.2 0.0 0.077
C 1.376 1.300 3.253 0.6 1.1 0.6 -0.288
C 2.694 0.807 0.856 0.6 0.1 -0.3 -0.238
C 0.811 5.421 11.023 0.1 0.4 0.3 -0.313
C -2.846 -5.453 1.027 0.5 0.1 0.0 -0.227
C -2.920 -0.062 -0.911 -0.3 -0.2 -0.3 -0.299
C 2.954 2.898 -9.289 0.5 0.1 0.3 -0.295
C 2.791 -0.213 -1.139 0.2 0.2 0.2 -0.046
C 2.205 3.305 -10.523 -0.3 0.1 -0.4 -0.233
C 4.678 -2.221 -4.117 -0.4 0.3 0.5 -0.088
C 1.002 7.224 8.813 0.0 -0.4 -0.3 -0.314
C -7.657 -6.973 -1.755 -0.5 0.0 0.0 -0.304
C -7.693 -7.531 -4.559 0.6 0.0 0.0 -0.319
C 4.838 2.999 7.805 0.2 -0.2 0.4 -0.313
C -2.585 -4.205 1.434 -0.1 0.2 0.1 0.082
C 2.622 1.930 2.988 -0.3 0.3 0.7 -0.006
C 0.709 -1.235 -5.888 -0.5 0.2 0.3 -0.181
C 4.108 3.688 -8.891 -0.2 -0.2 0.1 0.081
C 3.248 1.676 1.826 1.2 -0.3 -1.0 -0.274
C -8.952 -7.300 -3.776 -0.4 0.1 0.3 -0.237
C 0.881 -1.648 -1.979 0.9 0.5 -0.1 -0.123
C -4.240 -6.006 1.031 -0.5 0.2 0.3 -0.297
C 4.860 2.077 8.936 0.1 0.1 -0.1 0.077
C 0.988 6.846 11.265 0.0 -0.2 0.1 0.075
C 3.763 1.382 9.261 0.4 0.0 0.3 -0.236
C -3.665 -3.348 1.899 0.5 -0.1 -0.1 -0.299
C 1.503 -0.778 -0.890 -1.1 -1.1 -1.0 -0.238
C -6.422 -7.441 -3.857 -0.2 0.0 -0.2 0.074
C -8.927 -7.041 -2.463 0.1 0.0 0.2 0.075
C 1.080 7.697 10.235 0.0 0.2 0.5 -0.237
C -5.258 -0.684 -0.766 0.0 -0.2 -0.5 -0.237
C 5.680 -2.287 -3.258 0.5 0.0 0.2 0.036
H 1.128 1.835 -10.183 0.0 0.0 0.0 0.118
H 0.812 5.464 7.542 0.0 0.0 0.0 0.135
H -9.828 -6.874 -1.889 0.0 0.0 0.0 0.135
H 1.040 7.175 12.293 0.0 0.0 0.0 0.136
H 2.026 4.684 -12.127 0.0 0.0 0.0 0.137
H -6.314 -5.580 1.527 0.0 0.0 0.0 0.133
H 1.427 -2.601 -1.930 -0.4 -0.1 -0.1 0.123
H 1.081 0.066 -3.278 0.3 -0.1 -0.1 0.117
H 4.470 4.392 6.003 0.0 0.0 -0.1 0.124
H 1.268 0.842 -5.277 0.0 -0.2 0.0 0.114
H 3.311 -0.428 -2.068 -0.1 0.0 0.1 0.109
H 1.278 9.390 9.509 0.0 0.1 0.0 0.121
H -0.125 0.031 2.544 0.1 0.0 -0.2 0.121
H 5.786 1.984 9.486 0.0 0.0 0.0 0.135
H 4.650 3.374 -8.010 0.0 0.0 0.0 0.138
H 3.900 -2.977 -4.008 -0.3 0.5 -0.3 0.112
H -2.342 -7.108 0.359 0.1 0.0 0.0 0.125
H 3.071 -0.820 -7.098 0.5 0.0 0.2 0.132
H 0.075 2.327 4.431 -0.1 -0.1 0.1 0.095
H -0.155 -1.234 -6.564 0.2 -0.1 0.1 0.102
H -1.192 0.882 0.276 0.1 -0.1 0.1 0.099
H -4.059 -1.064 -2.476 0.0 0.0 0.0 0.136
H -0.182 -1.800 -1.786 0.2 0.0 0.1 0.097
H -5.577 -2.263 2.609 -0.1 0.1 0.0 0.111
H 1.531 2.561 6.833 0.0 0.0 -0.1 0.113
H 2.833 0.160 10.300 0.0 0.0 0.0 0.118
H -1.585 -3.793 1.433 0.0 0.0 0.0 0.138
H -0.812 -1.025 -4.361 0.1 -0.1 0.2 0.108
H 0.051 -2.591 -4.314 -0.3 0.2 -0.2 0.112
H -5.511 -6.898 -0.928 0.2 -0.3 -0.2 0.077
H 6.565 -1.660 -3.326 -0.3 0.1 0.0 0.078
H 0.325 0.723 4.847 -0.4 0.3 0.1 0.087
H -9.829 -7.570 -5.386 0.0 0.0 0.0 0.120
H -5.522 -7.593 -4.435 0.0 0.0 0.0 0.135
H -4.193 0.853 2.195 0.0 0.0 0.0 0.141
H 4.800 2.865 0.118 0.0 -0.6 0.1 0.013
H 5.554 6.219 -9.957 0.0 0.0 0.0 0.122
H 0.582 3.251 10.328 -0.1 -0.1 0.0 0.124
H 5.907 1.553 1.569 -0.4 -0.2 -0.1 0.015
H -7.047 -1.110 -0.531 -0.1 0.0 0.0 0.122
H 5.668 -3.016 -2.453 0.1 0.0 -0.2 0.066
H 1.036 0.576 -6.987 0.2 0.1 0.1 0.099
H 3.083 2.614 3.696 -0.2 -0.1 0.1 0.107
H 3.251 0.937 -6.799 0.3 -0.3 -0.2 0.094
H 2.139 -1.338 -3.684 0.0 0.5 0.0 0.077
H 1.340 -2.065 -6.233 0.1 0.2 0.2 0.110

=====

111
Properties=species:S:1:pos:R:3:forces:R:3:lowdin_charge:R:1 method="wB97M-V/def2-TZVPD" gap_ev="6.353 / 7.106" relative_energy_kj_mol=0.00 s_squared=0.801 multiplicity=2 charge=+2 energy_ha=-4252.30669
Te -2.780 -0.670 0.453 -0.2 0.4 -0.1 1.787
V -0.094 -0.671 -0.076 -0.7 -1.0 0.1 0.940
S -1.728 -3.903 1.272 0.0 0.3 0.2 0.485
O -2.171 -5.079 0.599 0.1 0.0 -0.1 -0.238
O -2.707 -3.169 2.072 0.1 0.0 0.0 -0.388
O 2.280 -0.483 -3.303 -0.1 0.0 0.0 0.114
O 0.387 0.331 -1.413 0.2 0.1 0.0 -0.154
O -1.069 -2.920 0.326 0.0 -0.1 0.0 -0.518
N 1.579 -1.500 0.697 0.3 0.0 0.1 0.077
N -0.343 1.287 0.810 -0.1 0.2 0.1 0.049
N -0.410 -0.933 1.991 0.0 0.4 0.2 -0.084
N 0.442 -2.197 -1.495 0.3 0.1 -0.6 0.046
C 1.712 -2.633 -1.369 -0.1 0.1 0.1 -0.197
C 0.029 2.448 0.364 0.0 0.0 0.1 -0.132
C 1.927 -1.238 1.972 -0.1 0.0 -0.1 -0.156
C 1.877 -4.930 2.733 0.0 0.0 -0.1 -0.034
C -3.335 1.266 -0.248 0.1 -0.2 0.0 -0.478
C 1.703 -4.869 4.116 0.0 0.0 0.1 -0.260
C 1.788 4.057 -2.548 0.0 -0.1 -0.1 -0.216
C 0.717 0.324 -7.973 0.0 0.0 0.0 -0.051
C 0.451 -4.514 4.615 0.0 0.0 0.0 -0.019
C 1.382 0.453 -5.281 -0.1 0.0 0.0 -0.155
C -4.314 2.015 0.398 -0.1 -0.1 0.1 -0.122
C -1.605 -0.128 2.258 -0.1 0.1 0.1 -0.512
C -4.805 3.171 -0.195 0.0 0.0 0.0 -0.059
C -1.157 1.296 2.047 0.0 0.0 -0.1 -0.164
C -2.858 1.673 -1.493 0.0 0.1 0.1 -0.142
C -0.605 -4.227 3.763 0.0 0.1 -0.1 -0.040
C -3.362 2.822 -2.088 0.0 0.0 0.0 -0.065
C -0.268 3.673 1.162 0.0 0.0 0.0 -0.221
C 0.834 -4.642 1.868 0.0 0.0 0.1 -0.052
C -0.846 5.923 2.669 0.0 0.0 0.0 -0.052
C 0.591 4.055 2.187 0.0 0.0 0.0 -0.026
C -1.511 0.044 4.773 0.0 -0.1 -0.1 -0.010
C 1.911 2.944 -3.388 0.0 0.2 0.1 0.056
C 2.291 5.411 -2.965 0.0 0.0 0.0 -0.024
C 0.719 2.620 -0.907 -0.2 -0.1 0.2 -0.055
C 0.452 1.344 -5.815 0.0 0.0 0.0 -0.027
C 0.299 5.185 2.938 0.0 0.0 0.0 -0.049
C -0.404 -4.280 2.390 0.0 -0.2 -0.1 -0.281
C -4.338 3.569 -1.441 0.0 0.0 0.1 -0.062
C 1.734 0.459 -3.841 0.2 0.1 -0.1 -0.272
C -0.186 0.093 4.942 0.1 0.0 0.0 -0.053
C 0.115 1.272 -7.158 0.0 0.0 0.0 -0.058
C 2.372 -2.221 -0.116 -0.1 0.1 -0.1 -0.153
C 3.650 -2.555 0.283 0.1 0.0 0.1 0.040
C -0.267 -2.560 -2.571 0.0 0.0 0.0 -0.262
C 0.293 -3.379 -3.547 0.1 0.0 0.0 0.026
C 1.465 1.693 -3.009 -0.1 -0.5 -0.1 -0.055
C -3.718 0.181 3.622 0.1 0.0 0.0 -0.051
C 1.649 -0.565 -7.446 0.0 0.0 0.0 -0.052
C -1.698 5.537 1.644 0.0 0.0 0.0 -0.042
C 1.590 -3.824 -3.416 0.0 0.0 0.0 0.001
C -2.311 -0.420 3.584 0.0 0.0 -0.1 -0.320
C 3.192 -1.564 2.429 0.0 0.0 0.1 0.033
C 0.796 -0.733 2.763 0.0 -0.1 -0.2 -0.152
C 1.188 3.874 -1.314 0.0 0.0 0.0 0.061
C 0.862 1.532 -1.764 0.1 0.4 -0.2 -0.205
C 0.871 -0.285 4.018 0.0 0.1 0.1 0.026
C 2.317 -3.446 -2.300 0.0 -0.1 0.0 0.022
C 2.822 -5.225 5.055 -0.1 0.0 0.0 -0.036
C 1.975 -0.505 -6.104 0.0 0.0 0.0 -0.011
C -1.411 4.413 0.883 0.0 0.0 0.0 -0.017
C -1.686 -2.107 -2.697 0.0 0.0 0.0 -0.010
C 4.066 -2.188 1.557 0.0 0.0 -0.1 0.009
H -2.115 0.365 5.615 0.0 0.0 0.0 0.127
H -3.699 1.264 3.479 0.0 0.0 0.0 0.088
H 2.863 -4.539 5.901 0.0 0.0 0.0 0.084
H -2.586 6.117 1.429 0.0 0.0 0.0 0.116
H 2.385 3.058 -4.356 0.0 0.0 0.0 0.142
H 1.072 4.719 -0.646 0.0 0.0 0.0 0.137
H -4.720 1.686 1.347 0.0 0.0 0.0 0.094
H 5.065 -2.441 1.886 0.0 0.0 0.0 0.132
H 0.461 0.277 -9.023 0.0 0.0 0.0 0.116
H 1.477 6.136 -2.981 0.0 0.0 0.0 0.094
H -2.006 1.969 1.950 0.0 0.0 0.0 0.119
H 3.788 -5.218 4.552 0.0 0.0 0.0 0.077
H 2.665 -6.228 5.457 0.0 0.0 0.0 0.096
H -4.358 -0.276 2.866 0.0 0.0 0.0 0.062
H 2.698 -1.184 -5.672 0.0 0.0 0.0 0.120
H 3.335 -3.779 -2.165 0.0 0.0 0.0 0.123
H -2.103 1.092 -2.010 0.0 0.0 0.0 0.075
H 2.740 5.381 -3.955 0.0 0.0 0.0 0.085
H -0.612 1.958 -7.572 0.0 0.0 0.0 0.112
H -5.571 3.747 0.307 0.0 0.0 0.0 0.119
H 0.169 0.445 5.903 0.0 0.0 0.0 0.116
H 2.839 -5.231 2.334 0.0 0.0 0.0 0.118
H 2.122 -1.297 -8.087 0.0 0.0 0.0 0.114
H -0.617 -1.928 1.934 -0.1 -0.2 0.3 0.072
H 1.488 3.479 2.387 0.0 0.0 0.0 0.128
H -2.067 4.109 0.076 0.0 0.0 0.0 0.105
H -4.181 -0.013 4.588 0.0 0.0 0.0 0.099
H 1.876 -0.193 4.415 0.0 0.0 0.0 0.124
H 4.308 -3.107 -0.371 0.0 0.0 0.0 0.126
H -1.069 6.804 3.255 0.0 0.0 0.0 0.116
H 0.970 5.491 3.730 0.0 0.0 0.0 0.115
H 0.963 -4.712 0.795 0.0 0.0 0.0 0.119
H -2.998 3.129 -3.060 0.0 0.0 0.0 0.115
H -0.020 2.084 -5.181 0.0 0.0 0.0 0.112
H -0.569 1.642 2.897 0.0 0.0 0.0 0.131
H 2.034 -4.461 -4.170 0.0 0.0 0.0 0.129
H -4.739 4.457 -1.911 0.0 0.0 0.0 0.118
H -2.417 -1.508 3.638 0.0 0.0 0.0 0.130
H -2.285 -2.593 -1.925 0.0 0.0 0.0 0.073
H -2.088 -2.378 -3.670 0.0 0.0 0.0 0.098
H 3.477 -1.374 3.453 0.0 0.0 0.0 0.128
H 3.041 5.776 -2.263 0.0 0.0 0.0 0.094
H -1.769 -1.024 -2.584 0.0 0.0 0.0 0.052
H 0.299 -4.478 5.687 0.0 0.0 0.0 0.124
H -0.304 -3.663 -4.402 0.0 0.0 0.0 0.131
H -1.582 -3.965 4.146 0.0 0.0 0.0 0.117